# C5H10ClN2O3

A cluster of 3 separate species, C5H10ClN2O3 in total (ωB97M-V/def2-TZVPD, OMol25).

Last column: Mulliken charge in e.
Positions of all 21 atoms, in Å:
C: 1.086665 -1.388918 -3.230306  0.78
C: -1.506147 -0.166385 -0.099396  -1.37
C: -0.341184 -1.281654 1.780055  -1.48
C: 0.784293 0.587100 0.502856  -0.81
C: -0.297486 -0.262618 0.713213  1.20
N: 2.695422 1.760517 -3.273150  -0.19
N: 1.548284 2.061653 -3.074309  0.34
O: 0.564385 -1.887748 -2.351946  -0.38
O: 1.636070 -0.875551 -4.108222  -0.36
O: 0.775592 1.654949 -2.215356  -0.25
Cl: 3.722411 0.569946 -2.116443  -0.24
H: -2.425935 -0.283015 0.381132  0.50
H: -1.417474 0.760172 -0.746277  0.36
H: -1.475366 -0.738032 -0.956918  0.40
H: -1.100312 -1.902058 1.574082  0.48
H: -0.374622 -0.773865 2.722695  0.39
H: 0.563872 -1.959664 1.883795  0.41
H: 0.555318 1.598989 0.882267  0.37
H: 1.634135 0.226629 1.042324  0.42
H: 1.006020 0.680670 -0.709581  0.14
H: 3.385984 2.021176 -3.945808  0.29

Atoms 1-2, force components in eV/Å:
C 1.478 1.063 -2.009
C 1.788 3.688 -0.650

Its spin multiplicity is 3. Its HOMO energy (alpha / beta) is -0.3940 / -0.5026 Eh. The orbital gap (alpha / beta) is 0.1818 / 0.2541 hartree. Its total charge is +1. The total energy comes out at -26977.8295 eV. For the LUMO energy (alpha / beta), the calculation gives -5.8 / -6.8 eV.



# C5H10ClN4

The ion C5H10ClN4 with charge +1 (ωB97M-V/def2-TZVPD, OMol25).

Last column: Mulliken charge in e.
Positions of all 20 atoms, in Å:
H: -0.129401 0.731943 2.525142  0.26
N: 0.235562 0.712592 1.546824  -0.36
C: 1.473450 0.802394 1.336912  -0.29
C: 2.087257 0.641400 -0.033234  0.03
Cl: 2.572391 -1.020952 -0.248655  -0.17
C: 1.209316 0.920114 -1.156628  -0.74
C: -0.084702 0.662076 -1.415652  -0.48
C: -1.005098 -0.147074 -0.585068  0.54
N: -2.175393 0.457964 -0.234860  -0.33
N: -0.636738 -1.338367 -0.348326  0.36
N: -1.531446 -1.999225 0.521102  -0.63
H: 2.340823 0.986121 2.024134  0.34
H: 2.963865 1.221228 -0.103176  0.57
H: 1.693473 1.517493 -1.914588  0.38
H: -0.513001 0.835213 -2.401736  0.44
H: -2.841062 -0.014584 0.280952  0.19
H: -2.532207 1.156898 -0.862324  0.27
H: 0.276075 -1.548184 -0.634734  0.19
H: -1.764842 -1.580876 1.410168  0.22
H: -1.638324 -2.996180 0.293748  0.22

Atoms 1-2, force components in eV/Å:
H 1.030 0.363 -0.841
N -0.070 -0.311 0.605

Its HOMO energy is -0.5045 Eh. The orbital gap is 0.3784 hartree. Its total charge is +1. The total energy comes out at -23821.3906 eV. For the LUMO energy, the calculation gives -3.4 eV.



# C5H10ClN5

A cluster of 3 separate species, C5H10ClN5 in total (ωB97M-V/def2-TZVPD, OMol25).

Last column: Mulliken charge in e.
Positions of all 21 atoms, in Å:
C: -0.744365 1.769386 -0.604006  0.38
C: 8.371486 1.233331 2.902329  0.40
C: -4.815332 -0.760160 -0.449080  -0.39
C: -2.956611 -1.195125 -2.009960  -0.65
C: -4.127807 -1.130067 -2.667543  -0.02
N: -1.488232 0.972274 -0.304691  -0.40
N: 8.171796 2.303028 2.491284  -0.10
N: -5.183545 -1.137400 -1.801170  -0.18
N: 8.762574 0.061372 3.259309  -0.34
N: -3.332007 -0.955011 -0.497076  0.03
Cl: 0.309763 2.791383 -0.992237  -0.11
H: -5.122793 0.287356 -0.138141  0.30
H: -5.375921 -1.481975 0.181526  0.29
H: -2.054303 -0.762017 -2.106031  0.41
H: -4.108839 -1.441644 -3.688990  0.37
H: 7.635732 3.071550 1.935843  0.42
H: -6.145566 -1.033746 -2.088968  0.22
H: 8.320313 -0.439170 4.085589  0.33
H: 9.661597 -0.012585 2.803437  0.29
H: -2.694301 -0.278852 -0.194940  0.39
H: -3.083639 -1.861928 -0.116482  0.35

Atoms 1-2, force components in eV/Å:
C -1.370 -1.466 0.595
C -0.962 1.595 -0.611

Its HOMO energy is -0.5094 Eh. The orbital gap is 0.2960 hartree. Its total charge is +2. The total energy comes out at -25300.8915 eV. For the LUMO energy, the calculation gives -5.8 eV.